(1)
Here is a 4-piece molecular cluster, C36H78F3N3O3P overall from the Open Molecules 2025 dataset. Energies are from ωB97M-V with the def2-TZVPD basis set.

## Properties
- electronic energy (eV) = -66644.524
- F_max (eV/Å) = 1.4
- HOMO (eV) = -9.253
- net charge = +1
- orbital gap (eV) = 6.368

Last column: Mulliken charge in e.
Positions of all 124 atoms, in Å:
C  -0.729  -3.616  1.788  -1.01
C  0.158  -2.803  2.721  -0.18
C  -0.251  -1.334  2.783  -0.40
C  -1.503  -1.098  3.614  -0.41
C  -1.876  0.375  3.673  -0.62
C  -3.132  0.692  4.481  -1.08
C  -4.427  -0.008  4.055  -1.08
C  -4.792  0.134  2.577  0.54
C  -6.107  -0.570  2.262  -1.25
C  -6.557  -0.516  0.790  -0.90
C  -6.120  -1.761  -0.011  -1.14
P  -5.137  -1.473  -1.505  1.05
C  -6.351  -0.906  -2.716  -0.97
C  -5.807  -0.415  -4.039  -0.39
O  -4.756  -0.793  -4.491  -0.35
C  -3.881  -0.231  -1.155  -0.15
C  -3.578  0.664  -2.350  -0.37
O  -4.357  1.522  -2.711  -0.46
C  -4.455  -3.119  -1.842  -1.21
C  -3.446  -3.288  -2.969  -0.36
O  -2.652  -2.143  -3.073  -0.46
C  -4.130  -3.702  -4.289  0.66
F  -5.409  -3.267  -4.383  -0.25
F  -4.188  -5.056  -4.334  -0.29
F  -3.455  -3.264  -5.355  -0.26
H  -0.359  -3.573  0.766  0.34
H  -0.804  -4.654  2.097  0.37
H  -1.733  -3.189  1.793  0.05
H  1.202  -2.890  2.433  0.13
H  0.052  -3.217  3.723  0.37
H  0.559  -0.758  3.225  0.18
H  -0.423  -0.954  1.771  0.15
H  -1.313  -1.457  4.627  0.29
H  -2.339  -1.684  3.234  0.16
H  -1.998  0.750  2.652  0.20
H  -1.032  0.927  4.080  0.52
H  -3.303  1.763  4.423  0.38
H  -2.929  0.465  5.525  0.37
H  -5.234  0.445  4.629  0.49
H  -4.401  -1.062  4.328  0.41
H  -4.838  1.187  2.301  0.26
H  -3.997  -0.324  1.982  -0.17
H  -6.884  -0.140  2.892  0.44
H  -6.013  -1.605  2.585  0.35
H  -6.240  0.410  0.316  0.61
H  -7.642  -0.495  0.788  0.48
H  -5.621  -2.501  0.606  0.68
H  -7.011  -2.248  -0.409  0.55
H  -6.994  -1.764  -2.928  0.56
H  -6.995  -0.145  -2.280  0.54
H  -6.453  0.280  -4.588  0.40
H  -4.192  0.395  -0.326  0.35
H  -2.976  -0.760  -0.857  0.39
H  -2.660  0.457  -2.904  0.36
H  -5.303  -3.788  -1.967  0.56
H  -3.969  -3.384  -0.908  0.57
H  -2.826  -4.147  -2.720  0.62
H  -1.779  -2.379  -3.395  0.34
C  -2.355  8.778  0.476  -1.43
C  -2.762  7.514  -0.267  -0.34
N  -2.274  6.302  0.367  0.15
C  -2.382  5.128  -0.476  -0.87
C  -3.786  4.631  -0.850  -0.46
C  -2.647  6.142  1.758  -0.70
C  -4.145  6.171  2.099  -0.88
H  -1.276  8.805  0.630  0.34
H  -2.638  9.654  -0.108  0.43
H  -2.845  8.863  1.446  0.29
H  -2.333  7.550  -1.271  0.46
H  -3.856  7.516  -0.396  0.26
H  -1.829  4.308  -0.005  0.32
H  -1.841  5.353  -1.400  0.42
H  -4.278  4.131  -0.014  0.01
H  -3.723  3.911  -1.669  0.19
H  -4.428  5.444  -1.188  0.29
H  -2.156  6.930  2.333  0.36
H  -2.203  5.212  2.120  0.33
H  -4.657  6.998  1.607  0.27
H  -4.275  6.305  3.175  0.38
H  -4.653  5.247  1.824  0.17
C  7.021  0.874  3.522  -1.45
C  6.212  -0.378  3.822  -0.37
N  4.897  -0.365  3.204  0.20
C  4.006  -1.386  3.716  0.14
C  4.371  -2.858  3.478  -1.17
C  4.882  -0.168  1.767  -1.03
C  5.660  -1.159  0.891  -0.41
H  6.457  1.771  3.782  0.34
H  7.939  0.867  4.108  0.44
H  7.307  0.939  2.471  0.29
H  6.061  -0.442  4.902  0.47
H  6.806  -1.261  3.539  0.27
H  3.006  -1.198  3.309  -0.43
H  3.914  -1.230  4.795  0.42
H  4.217  -3.154  2.440  0.25
H  3.734  -3.497  4.093  0.42
H  5.405  -3.070  3.748  0.36
H  5.261  0.836  1.562  0.40
H  3.836  -0.144  1.445  0.30
H  6.662  -1.349  1.277  0.28
H  5.773  -0.747  -0.115  0.17
H  5.146  -2.114  0.790  0.17
C  7.769  0.228  -3.428  -1.31
C  7.697  -0.783  -4.563  -0.37
N  8.160  -2.101  -4.177  0.10
C  8.389  -2.990  -5.302  -0.71
C  7.185  -3.399  -6.160  -0.96
C  7.499  -2.683  -3.025  -0.79
C  5.973  -2.849  -3.076  -0.90
H  8.772  0.256  -2.999  0.34
H  7.531  1.223  -3.805  0.44
H  7.060  0.004  -2.630  0.15
H  8.340  -0.437  -5.375  0.49
H  6.669  -0.791  -4.964  0.25
H  8.882  -3.891  -4.927  0.36
H  9.122  -2.503  -5.952  0.41
H  6.542  -4.114  -5.649  0.22
H  7.536  -3.880  -7.075  0.40
H  6.582  -2.540  -6.453  0.27
H  7.743  -2.070  -2.154  0.41
H  7.962  -3.652  -2.825  0.34
H  5.476  -1.950  -3.443  0.23
H  5.598  -3.041  -2.067  0.34
H  5.669  -3.688  -3.700  0.30

(2)
Here is a 10-piece molecular cluster, C36H79Cl2FN2O14P2S overall from the Open Molecules 2025 dataset. Energies are from ωB97M-V with the def2-TZVPD basis set.

## Properties
- electronic energy (eV) = -127418.845
- F_max (eV/Å) = 5.5
- HOMO (eV) = -7.660
- orbital gap (eV) = 7.643

Last column: Mulliken charge in e.
Positions of all 137 atoms, in Å:
C  -4.030  3.725  2.247  -1.10
C  -2.451  3.466  2.417  0.06
P  -1.511  4.937  3.210  -0.29
C  0.235  4.197  3.534  -0.51
C  -1.409  6.439  2.042  0.62
O  -0.539  6.350  0.914  -0.14
C  -0.496  5.113  0.209  0.74
C  0.736  5.292  -0.856  -1.10
O  1.561  4.110  -0.929  -0.12
C  2.914  4.404  -1.296  0.13
F  3.736  3.436  -0.571  -0.34
C  3.213  4.399  -2.864  -0.94
C  2.618  3.149  -3.671  -0.19
C  2.609  1.765  -2.875  0.45
C  4.112  1.190  -2.632  -0.76
C  4.142  -0.046  -1.601  -0.73
C  2.778  -0.892  -1.576  -0.23
C  2.841  -2.216  -0.655  -0.04
S  2.535  -3.748  -1.689  -0.17
C  0.706  -4.015  -1.711  0.17
N  -0.066  -4.875  -2.555  -0.23
N  -1.371  -4.697  -2.199  -0.15
C  -1.455  -3.725  -1.134  -0.37
O  -0.132  -3.296  -0.809  0.11
C  -1.784  4.753  -0.686  -0.51
C  -1.689  3.380  -1.508  0.51
C  -2.392  2.078  -0.973  -0.27
C  -2.380  0.720  -1.730  -0.73
C  -1.665  0.554  -3.096  -0.77
C  -0.962  1.841  -3.660  1.01
C  -0.269  1.656  -5.108  -1.53
C  -0.964  3.210  -2.886  -0.31
C  -0.957  7.697  3.026  -0.51
Cl  -0.976  7.194  4.825  -0.14
C  0.479  8.304  2.719  -0.01
C  0.539  9.227  1.373  -0.95
Cl  1.884  7.108  2.824  -0.15
P  -3.186  6.983  1.490  0.04
O  -4.096  7.473  2.861  -0.50
O  -2.865  8.453  0.617  -0.49
H  -4.591  2.746  2.500  0.34
H  -4.405  4.550  2.954  0.30
H  -4.357  4.019  1.195  0.28
H  -1.927  3.070  1.485  -0.09
H  -2.362  2.619  3.203  0.44
H  0.975  4.426  2.698  -0.01
H  0.688  4.624  4.508  0.36
H  0.039  3.061  3.682  0.28
H  -0.179  4.190  0.814  -0.23
H  1.344  6.220  -0.522  0.44
H  0.306  5.590  -1.891  0.11
H  3.284  5.429  -0.902  0.36
H  4.336  4.551  -3.091  0.37
H  2.694  5.342  -3.293  0.36
H  1.607  3.460  -4.107  -0.40
H  3.311  2.993  -4.588  0.48
H  2.056  0.947  -3.444  0.25
H  2.138  1.830  -1.836  -0.23
H  4.840  2.014  -2.289  0.22
H  4.539  0.820  -3.643  0.37
H  4.991  -0.759  -1.899  0.31
H  4.324  0.362  -0.550  0.30
H  2.511  -1.225  -2.647  0.23
H  1.895  -0.251  -1.193  0.12
H  3.870  -2.253  -0.153  0.51
H  2.007  -2.118  0.137  -0.16
H  -2.407  -3.332  -0.629  0.43
H  -1.915  5.597  -1.464  0.56
H  -2.767  4.697  -0.103  -0.06
H  -2.985  2.090  0.013  0.07
H  -2.913  -0.184  -1.268  0.37
H  -1.673  -0.449  -3.655  0.37
H  0.113  2.646  -5.521  0.26
H  0.518  0.815  -5.115  0.36
H  -1.095  1.288  -5.832  0.42
H  -0.448  4.143  -3.295  0.10
H  -1.712  8.569  2.976  0.44
H  0.690  9.058  3.572  0.48
H  1.616  9.168  1.008  0.31
H  -0.230  8.882  0.589  0.18
H  0.279  10.315  1.664  0.33
H  -5.010  7.669  2.540  0.36
H  -3.294  9.212  1.091  0.31
C  2.682  -4.418  2.659  -0.40
O  1.709  -3.385  2.763  -0.29
H  3.645  -4.032  2.992  0.33
H  2.392  -5.260  3.290  0.05
H  2.762  -4.742  1.618  0.20
H  0.868  -3.755  2.463  0.15
C  1.237  -7.897  -0.635  -0.69
O  0.388  -7.528  0.443  -0.38
H  1.659  -8.882  -0.430  0.29
H  0.659  -7.937  -1.561  0.31
H  2.047  -7.169  -0.730  0.26
H  0.029  -6.655  0.236  0.20
C  0.679  -0.265  2.693  -0.36
O  0.876  1.106  3.012  -0.44
H  -0.372  -0.513  2.845  0.28
H  0.945  -0.442  1.648  -0.01
H  1.295  -0.888  3.345  0.25
H  1.812  1.298  2.868  0.24
C  -2.826  4.070  -6.416  -0.51
O  -3.259  4.048  -5.066  -0.56
H  -3.539  4.648  -7.005  0.28
H  -1.841  4.540  -6.481  0.21
H  -2.779  3.050  -6.806  0.22
H  -2.610  3.530  -4.567  0.32
C  -4.122  -4.550  2.397  -0.56
O  -3.394  -3.523  1.737  -0.41
H  -5.109  -4.169  2.657  0.24
H  -4.230  -5.411  1.732  0.29
H  -3.596  -4.846  3.308  0.19
H  -2.526  -3.886  1.519  0.22
C  -2.583  -7.788  -4.258  -0.48
O  -2.894  -6.519  -4.811  -0.53
H  -3.152  -8.552  -4.789  0.26
H  -1.514  -7.988  -4.373  0.21
H  -2.854  -7.805  -3.199  0.22
H  -2.378  -5.862  -4.324  0.31
C  -0.793  -10.600  2.516  -0.41
O  -0.621  -11.249  1.266  -0.53
H  -1.160  -11.326  3.242  0.27
H  0.165  -10.199  2.857  0.16
H  -1.521  -9.791  2.412  0.21
H  -0.296  -10.586  0.643  0.29
C  4.724  -8.211  3.042  -0.61
O  3.751  -7.181  3.147  -0.41
H  5.686  -7.822  3.375  0.22
H  4.437  -9.055  3.673  0.26
H  4.806  -8.535  2.001  0.25
H  2.911  -7.551  2.846  0.26
C  -0.501  -5.544  4.946  -0.54
O  -0.810  -4.273  4.392  -0.42
H  -1.061  -6.309  4.407  0.19
H  0.570  -5.741  4.842  0.20
H  -0.783  -5.566  6.001  0.32
H  -0.302  -3.616  4.885  0.25